Molecular formula: C26H17ClN5ORuS
Method: DFT, ωB97M-V/def2-TZVPD

Last column: Löwdin charge in e.
CARTESIAN COORDINATES (ANGSTROEM)
Ru  -0.00649  -0.27930  0.06538  1.39
Cl  -5.74950  4.16152  0.18202  0.75
C  -4.61095  2.88312  0.08932  -0.66
C  -5.05707  1.55630  0.02102  -0.05
C  -4.15143  0.53015  -0.05563  0.02
C  -2.76811  0.78262  -0.03891  -0.30
O  -1.94741  -0.24719  -0.07551  -0.19
C  -2.31942  2.12833  0.01054  -0.12
C  -0.93684  2.51785  -0.00356  -0.05
N  0.08209  1.73555  -0.04930  -0.05
C  1.43622  2.23889  -0.00249  -0.18
C  1.81317  3.54442  0.03883  0.02
C  3.18065  3.90022  0.10109  -0.02
C  4.15109  2.94866  0.10646  0.01
C  3.79465  1.58037  0.05276  -0.13
C  4.74205  0.52826  0.04881  0.05
C  4.31928  -0.76640  -0.01303  -0.01
C  2.94307  -1.03315  -0.05726  -0.08
N  2.03021  -0.08484  -0.03482  -0.05
C  2.43625  1.23612  0.00670  -0.14
C  -3.26635  3.16005  0.07145  -0.04
H  -6.11956  1.35196  0.02788  0.12
H  -4.47788  -0.49885  -0.12562  0.13
H  -0.75686  3.58973  0.03521  0.13
H  1.08031  4.34005  0.01526  0.12
H  3.45303  4.94586  0.14124  0.13
H  5.19670  3.22558  0.14680  0.13
H  5.79912  0.76228  0.08769  0.14
H  5.02248  -1.58659  -0.02530  0.13
H  2.57827  -2.05019  -0.11590  0.11
H  -2.93982  4.19260  0.10071  0.12
N  -0.02876  -1.66082  3.88374  0.22
C  -0.00168  -0.34058  4.32784  -0.15
C  0.01396  0.21056  5.60520  0.02
C  0.04746  1.58466  5.68204  -0.04
C  0.06496  2.39022  4.52897  -0.04
C  0.04991  1.83934  3.26702  0.00
C  0.01648  0.44848  3.18021  -0.17
N  0.00042  -0.40590  2.07538  0.05
C  -0.02800  -1.64706  2.54724  -0.22
C  -0.07510  -2.76784  1.63270  -0.30
C  -0.14314  -4.10802  1.82758  -0.28
S  -0.21228  -4.90058  0.32034  1.15
C  -0.14614  -3.40671  -0.48338  -0.39
N  -0.07197  -2.37789  0.31943  -0.12
H  -0.05344  -2.47943  4.47057  0.19
H  0.00126  -0.40478  6.49484  0.13
H  0.06105  2.05802  6.65413  0.12
H  0.09103  3.46539  4.64212  0.12
H  0.06432  2.45086  2.37744  0.09
H  -0.15888  -4.66039  2.75412  0.10
H  -0.16682  -3.32849  -1.56063  0.10

Force components x, y, z for each atom (eV/Å):
-0.832 0.622 0.998
-0.099 0.087 0.006
0.053 -0.056 -0.013
-0.016 0.138 -0.003
0.310 -0.191 0.019
-0.027 0.435 0.037
0.570 -0.725 -0.316
0.267 -0.240 0.030
-0.581 0.350 -0.083
0.782 -0.254 0.095
-0.393 -0.515 -0.075
0.129 0.505 -0.006
-0.234 0.152 -0.003
0.165 -0.163 -0.007
0.105 -0.019 0.036
-0.017 0.198 -0.013
-0.070 -0.211 -0.022
0.253 -0.134 -0.013
0.104 0.325 -0.104
-0.225 -0.256 0.011
-0.155 0.236 0.008
0.014 0.009 -0.023
-0.002 0.013 0.036
-0.071 0.001 -0.051
0.043 0.013 0.011
-0.060 0.005 -0.017
-0.009 -0.032 -0.003
-0.024 0.019 0.003
-0.035 -0.015 -0.017
0.015 -0.022 0.053
0.009 -0.022 0.011
0.006 0.124 0.042
0.005 0.010 0.016
-0.003 -0.125 0.007
0.003 0.099 -0.016
0.001 -0.050 0.056
0.006 -0.050 -0.035
0.049 0.240 -0.244
0.138 -0.241 -0.552
-0.072 -0.160 0.384
-0.004 0.081 0.178
0.007 -0.121 0.033
-0.017 -0.024 -0.007
-0.016 -0.044 0.051
-0.058 -0.004 -0.552
-0.006 -0.022 -0.011
-0.005 0.001 -0.018
-0.004 -0.002 -0.010
-0.005 -0.009 -0.002
0.024 0.030 0.113
-0.010 0.002 -0.032
-0.010 0.012 0.013

HOMO level (alpha / beta)   -13.48 / -13.45 eV
Charge   +2
Calculated total energy   -2302.8585 hartree
Spin multiplicity   2
Maximum force   1.441 eV/Å

Molecular formula: C26H17F4O
Method: DFT, ωB97M-V/def2-TZVPD

Last column: Löwdin charge in e.
CARTESIAN COORDINATES (ANGSTROEM)
F  3.26707  -1.21332  -2.62707  0.07
C  2.97582  0.05152  -2.16126  -0.21
C  4.04318  0.90811  -1.86676  0.12
C  3.69652  2.16815  -1.37460  -0.21
F  4.72799  3.03213  -1.04143  0.06
C  2.41077  2.50635  -1.07461  0.05
C  1.33686  1.59330  -1.28177  -0.18
C  0.02969  1.85013  -0.67902  0.03
C  -1.25931  1.60173  -1.31049  -0.19
C  -2.33412  2.50628  -1.08077  0.06
C  -3.63595  2.14151  -1.38028  -0.21
F  -4.66173  3.00236  -1.02396  0.06
C  -3.93743  0.89887  -1.87783  0.09
C  -2.90267  0.06079  -2.20534  -0.21
F  -3.16736  -1.21407  -2.66605  0.07
C  -1.58068  0.39557  -1.95915  0.07
C  1.67960  0.37296  -1.88538  0.05
H  5.05448  0.62970  -2.09080  0.14
H  2.16599  3.50715  -0.69790  0.14
H  0.03041  2.86388  -0.22883  0.15
H  -2.10407  3.49396  -0.68972  0.14
H  -4.98107  0.60278  -2.09791  0.16
H  -0.79764  -0.28579  -2.27467  0.11
H  0.89367  -0.34918  -2.13247  0.12
H  0.00624  0.88580  0.53579  0.11
C  -0.01751  0.16963  1.51233  -0.03
C  -1.24409  -0.67597  1.53699  -0.12
C  -1.22866  -2.09056  1.50612  -0.15
O  -0.05946  -2.84516  1.39972  0.08
C  1.12740  -2.12441  1.53889  -0.15
C  1.18279  -0.71085  1.56683  -0.12
C  2.47072  -0.13809  1.70637  -0.02
C  3.63066  -0.91926  1.71355  -0.06
C  3.54177  -2.30181  1.59581  -0.04
C  2.28735  -2.88961  1.54445  0.02
C  -2.41003  -2.82154  1.47825  0.02
C  -3.64781  -2.19734  1.49603  -0.04
C  -3.69973  -0.81375  1.62012  -0.06
C  -2.51830  -0.06733  1.65074  -0.02
H  -0.01879  0.82936  2.35146  0.14
H  2.56759  0.94538  1.79896  0.12
H  4.61175  -0.46422  1.75105  0.11
H  4.41428  -2.93230  1.61346  0.12
H  2.14167  -3.95636  1.49428  0.13
H  -2.29444  -3.89234  1.42963  0.13
H  -4.53901  -2.80158  1.48353  0.12
H  -4.66841  -0.33026  1.63153  0.11
H  -2.58601  1.01768  1.75214  0.12

Force components x, y, z for each atom (eV/Å):
-0.420 1.626 0.387
1.499 -0.958 -0.016
-1.062 0.162 -0.409
1.858 0.046 0.451
-1.522 -1.018 -0.657
-1.626 0.776 0.574
1.355 -0.599 0.395
0.233 1.918 -1.820
-1.359 -0.621 0.271
0.560 0.071 0.254
-0.346 1.386 1.063
1.425 -1.186 -0.747
-1.703 -0.448 -0.805
0.726 -1.483 -0.045
0.224 1.802 0.354
0.317 -0.388 -0.136
-1.566 -0.610 -0.111
0.312 -0.052 0.082
0.378 -0.440 0.077
-0.020 -0.863 0.406
-0.290 -0.168 0.197
0.736 0.219 0.316
-0.527 -0.084 0.256
0.791 0.150 0.290
0.004 0.179 -0.062
-0.060 -2.667 0.571
-0.833 0.326 -0.064
0.651 0.077 -0.801
0.000 1.876 0.619
-0.609 0.105 -0.828
0.855 0.286 -0.051
0.385 -0.417 -0.097
-0.446 0.572 -0.310
-0.903 -0.129 0.322
-0.140 -0.037 0.006
0.128 -0.058 0.005
0.887 -0.179 0.338
0.438 0.570 -0.301
-0.362 -0.377 -0.121
0.017 1.173 0.179
-0.110 -0.245 -0.070
-0.103 0.162 0.163
0.190 0.000 -0.093
0.180 -0.189 -0.015
-0.185 -0.173 -0.024
-0.179 0.005 -0.092
0.119 0.152 0.178
0.105 -0.253 -0.078

HOMO level   -11.67 eV
Charge   +1
Calculated total energy   -1475.3544 hartree
Maximum force   2.728 eV/Å

Molecular formula: C26H18CoF5IN4O2
Method: DFT, ωB97M-V/def2-TZVPD

Last column: Löwdin charge in e.
CARTESIAN COORDINATES (ANGSTROEM)
Co  -0.11850  1.16764  -0.13771  0.53
C  0.59624  1.88490  3.93022  -0.02
C  -0.18999  0.93588  4.56095  -0.04
C  -0.97553  0.09464  3.79427  0.01
C  -0.95995  0.22457  2.41336  -0.18
N  -0.19806  1.14797  1.81622  0.04
C  0.56352  1.95697  2.55139  -0.07
C  -1.73312  -0.65044  1.50286  -0.18
C  -2.59672  -1.64193  1.95121  0.00
C  -3.23484  -2.44804  1.02711  -0.06
C  -3.00290  -2.23513  -0.32195  -0.04
C  -2.14033  -1.21596  -0.68277  -0.10
N  -1.51874  -0.44512  0.20075  0.09
H  1.23485  2.55652  4.48511  0.12
H  -0.18324  0.84244  5.63889  0.11
H  -1.57595  -0.66778  4.26721  0.11
H  1.17440  2.66003  2.00135  0.13
H  -2.76085  -1.80049  3.00664  0.11
H  -3.89850  -3.23567  1.35772  0.11
H  -3.47534  -2.84354  -1.08021  0.11
H  -1.92107  -1.01511  -1.72510  0.11
F  -2.07642  2.81370  1.08003  0.02
C  -1.54724  2.55375  -0.17599  -0.36
F  -2.69182  2.29271  -0.93972  -0.02
C  -1.07481  3.93404  -0.65366  -0.59
F  -2.01339  4.88566  -0.56243  0.15
F  -0.67857  3.89799  -1.94046  0.13
F  -0.02264  4.33187  0.08314  0.14
N  -0.67517  0.94123  -4.24580  0.14
C  -0.98581  1.15088  -2.95083  -0.15
N  0.03438  0.97517  -2.14756  0.08
C  1.11173  0.63387  -2.98063  -0.17
C  2.45082  0.34303  -2.70760  0.00
C  3.27013  0.02838  -3.77341  -0.07
C  2.79974  0.00066  -5.09420  -0.09
C  1.48441  0.29523  -5.38470  -0.02
C  0.66551  0.60977  -4.30671  -0.19
H  -1.30570  1.06238  -5.01828  0.16
H  -1.96813  1.44400  -2.62870  0.13
H  2.82508  0.40065  -1.69976  0.10
H  4.31150  -0.19451  -3.58213  0.11
H  3.48135  -0.24798  -5.89683  0.10
H  1.10818  0.28703  -6.39929  0.11
I  -0.64561  -5.24432  2.47946  0.85
C  0.45535  -3.54400  1.95889  -0.74
C  1.13822  -2.83966  2.94166  -0.15
C  1.81819  -1.68168  2.59389  -0.02
C  1.78284  -1.20506  1.28868  -0.13
C  1.12722  -1.94326  0.31207  -0.03
C  0.47326  -3.12365  0.63766  -0.16
C  2.41909  0.13800  0.99063  -0.61
O  3.40709  0.47154  1.62581  0.06
O  1.84460  0.84904  0.07774  -0.12
H  1.13856  -3.18998  3.96552  0.09
H  2.37140  -1.11739  3.33425  0.12
H  1.11905  -1.58662  -0.71210  0.11
H  -0.03777  -3.69482  -0.12615  0.09

Force components x, y, z for each atom (eV/Å):
0.420 0.203 -0.147
-0.008 0.010 0.044
0.024 0.028 -0.004
-0.049 -0.018 -0.015
-0.001 0.071 0.123
0.050 0.073 0.035
0.016 0.006 -0.049
-0.073 -0.080 0.011
0.025 -0.019 0.065
-0.009 0.002 -0.027
-0.011 -0.001 0.028
0.005 -0.002 -0.103
0.042 0.015 -0.033
-0.001 -0.012 0.006
-0.006 0.000 -0.004
-0.008 0.003 -0.003
0.004 -0.014 0.004
0.007 0.011 0.001
0.008 0.000 0.002
0.002 0.005 -0.001
-0.001 -0.009 0.019
-0.040 0.017 0.059
-0.053 -0.026 0.057
0.016 -0.056 -0.108
-0.013 0.011 -0.031
-0.008 0.006 0.022
-0.011 -0.020 0.023
0.009 -0.016 -0.002
-0.045 0.008 -0.031
0.102 -0.036 -0.021
-0.081 0.135 0.071
0.064 -0.050 -0.058
0.034 0.052 -0.044
-0.012 0.005 0.024
-0.026 0.005 0.003
0.014 0.005 -0.017
-0.051 -0.013 0.062
0.012 -0.009 0.005
-0.052 0.022 0.009
0.002 -0.022 0.026
-0.002 0.003 -0.002
-0.007 0.000 0.000
0.005 -0.004 0.002
0.023 0.018 -0.005
0.012 0.022 -0.019
0.001 -0.012 0.015
-0.019 -0.052 -0.026
-0.012 0.014 0.034
0.025 -0.024 -0.013
0.004 -0.021 -0.012
0.133 0.068 -0.063
-0.002 0.031 0.056
-0.428 -0.351 0.004
-0.005 0.004 -0.006
-0.014 0.001 0.000
-0.014 0.021 0.031
0.002 -0.006 0.004

HOMO level (alpha / beta)   -8.46 / -8.56 eV
Calculated total energy   -3550.9959 hartree
Spin multiplicity   2
Maximum force   0.553 eV/Å

Question: Among the records above, which one has the highest maximum force?
Answer: C26H17F4O

Question: Which of these has the highest maximum force?
Answer: C26H17F4O

Question: What is the formula in the first record?
Answer: C26H17ClN5ORuS

Question: What is the maximum force in the third record?
Answer: 0.553 eV/Å